Here is a structure of composition C54H77Br2F3MoN2OP2Si4Te from OMol25. Energies are from ωB97M-V/def2-TZVPD.

Cartesian coordinates (Å):
Mo1 -0.2741 -0.2036 0.4240
C1 0.1418 3.7142 -0.8340
C2 0.0471 3.4899 0.6677
C3 1.4595 3.4477 1.2459
P1 -0.8749 2.0200 1.3192
C4 -0.9016 2.3914 3.1438
C5 -1.1694 3.8427 3.5384
C6 -1.9026 1.4597 3.8205
C7 -2.6373 2.0394 0.9308
C8 -3.4138 3.1886 1.0100
C9 -4.7968 3.1461 0.9411
C10 -5.6275 4.3989 0.9636
C11 -5.3861 1.8880 0.8413
C12 -4.6353 0.7319 0.7420
C13 -3.2314 0.7752 0.7301
N1 -2.4210 -0.3580 0.6395
C14 -2.8887 -1.5737 0.1147
C15 -3.8524 -1.7111 -0.8830
C16 -4.1489 -2.9610 -1.4068
C17 -3.5160 -4.1122 -0.9601
C18 -3.8304 -5.4628 -1.5422
C19 -2.5462 -3.9755 0.0323
C20 -2.2129 -2.7361 0.5517
P2 -0.9206 -2.2505 1.7550
C21 -1.9497 -2.3251 3.3291
C22 -1.3000 -1.7986 4.6099
C23 -3.3915 -1.8347 3.2015
C24 0.2879 -3.6083 2.2646
C25 -0.1983 -5.0527 2.1228
C26 1.7518 -3.5110 1.8107
H1 0.7770 4.5880 -1.0026
H2 0.5895 2.8619 -1.3387
H3 -0.8254 3.9046 -1.2779
H4 -0.4940 4.3344 1.1068
H5 2.0016 2.5974 0.8283
H6 1.9858 4.3632 0.9689
H7 1.4774 3.3621 2.3294
H8 0.0970 2.1209 3.4996
H9 -2.1128 4.2115 3.1366
H10 -1.2436 3.8909 4.6272
H11 -0.3687 4.5186 3.2404
H12 -2.9250 1.8158 3.6826
H13 -1.8413 0.4542 3.4028
H14 -1.6987 1.3996 4.8913
H15 -2.9238 4.1510 1.1074
H16 -5.0132 5.2724 1.1800
H17 -6.1128 4.5648 -0.0002
H18 -6.4124 4.3433 1.7196
H19 -6.4675 1.8088 0.8375
H20 -5.1429 -0.2201 0.6899
H21 -4.3320 -0.8341 -1.2956
H22 -4.8834 -3.0328 -2.2009
H23 -4.6671 -5.4038 -2.2365
H24 -2.9751 -5.8689 -2.0867
H25 -4.0915 -6.1801 -0.7625
H26 -2.0423 -4.8640 0.3764
H27 -2.0061 -3.4175 3.4215
H28 -1.2877 -0.7098 4.6429
H29 -1.8854 -2.1552 5.4599
H30 -0.2727 -2.1325 4.7482
H31 -3.4616 -0.7739 2.9719
H32 -3.9376 -2.3799 2.4334
H33 -3.8962 -2.0050 4.1548
H34 0.2977 -3.3948 3.3356
H35 -0.1096 -5.3995 1.0942
H36 0.4422 -5.6930 2.7332
H37 -1.2247 -5.2044 2.4561
H38 1.9908 -2.5825 1.2943
H39 2.4045 -3.5626 2.6760
H40 2.0105 -4.3476 1.1607
C27 0.6772 -3.4807 -1.2023
C28 -0.1963 -2.6798 -2.0898
C29 -0.5634 -3.2366 -3.3348
C30 -1.3790 -2.5508 -4.1713
C31 -1.8022 -1.2586 -3.8004
C32 -2.6779 -0.4694 -4.5770
Br1 -3.3751 -1.1233 -6.2143
C33 -3.0554 0.7623 -4.1439
C34 -2.5384 1.2901 -2.9503
Br2 -3.2380 2.9741 -2.4649
C35 -1.6152 0.6022 -2.1647
O1 -1.0137 1.0746 -1.1104
C36 -1.3264 -0.7382 -2.5788
N2 -0.5802 -1.4811 -1.7043
H41 0.5530 -4.5483 -1.3823
H42 0.4388 -3.2651 -0.1726
H43 1.7239 -3.2145 -1.3694
H44 -0.2101 -4.2276 -3.5835
H45 -1.7109 -2.9755 -5.1081
H46 -3.7553 1.3536 -4.7163
F1 5.7980 2.3655 -6.4193
C37 5.2170 3.2528 -5.5866
F2 4.4103 4.0154 -6.3526
F3 6.1919 4.0560 -5.1299
C38 4.4598 2.5716 -4.4841
C39 3.5006 1.6228 -4.8225
C40 2.7790 0.9914 -3.8298
C41 3.0076 1.2957 -2.4819
C42 3.9690 2.2534 -2.1594
C43 4.6914 2.8893 -3.1550
C44 2.2336 0.6522 -1.4667
C45 1.5216 0.1722 -0.6019
H47 3.3227 1.3816 -5.8622
H48 2.0294 0.2531 -4.0821
H49 4.1470 2.4955 -1.1195
H50 5.4369 3.6279 -2.8970
C46 3.1023 3.1190 4.4640
Si1 4.4575 2.1848 3.5552
C47 4.8956 3.0014 1.9178
C48 5.9872 2.2854 4.6515
Si2 3.8161 -0.0590 3.2327
Te1 1.3324 -0.1638 2.6841
Si3 5.3995 -1.1001 1.8290
C49 5.2560 -2.9694 1.7327
C50 5.2977 -0.3942 0.1013
C51 7.0931 -0.7043 2.5528
Si4 3.6857 -1.0218 5.3885
C52 5.3830 -1.1849 6.1842
C53 2.9287 -2.7427 5.3499
C54 2.6098 0.0771 6.4775
H51 3.3010 4.1930 4.4568
H52 3.0577 2.7918 5.5026
H53 2.1187 2.9469 4.0338
H54 4.9235 4.0878 2.0259
H55 4.1862 2.7567 1.1288
H56 5.8847 2.6742 1.5924
H57 6.3837 3.3033 4.6269
H58 6.7789 1.6116 4.3300
H59 5.7490 2.0517 5.6878
H60 4.4491 -3.2667 1.0666
H61 5.0799 -3.4222 2.7086
H62 6.1863 -3.3813 1.3355
H63 4.3032 -0.5524 -0.3165
H64 6.0291 -0.8719 -0.5550
H65 5.4970 0.6767 0.1039
H66 7.1843 -1.0479 3.5835
H67 7.2937 0.3663 2.5394
H68 7.8730 -1.1942 1.9660
H69 6.0459 -1.8168 5.5929
H70 5.2745 -1.6485 7.1678
H71 5.8726 -0.2240 6.3199
H72 3.6465 -3.4872 5.0028
H73 2.0596 -2.7717 4.6971
H74 2.6021 -3.0301 6.3515
H75 3.1910 0.9010 6.8934
H76 2.1966 -0.4943 7.3111
H77 1.7779 0.5024 5.9151

Values from the calculation:
2S+1 = 3
relative energy (zero: lowest compared OMol25 entry of this formula, charge and spin) = 87.2 kJ/mol
HOMO energy (alpha / beta) = -6.83 / -6.93 eV

---

Here is a cluster of 10 separate species, C54H91BN16O10 in total in a non-equilibrium geometry from OMol25. Energies are from ωB97M-V/def2-TZVPD.

Cartesian coordinates (Å):
O1 -0.9443 -1.5114 2.2839
C1 -0.5111 -0.8943 1.3574
O2 -0.1985 0.4151 1.3084
B1 0.4027 0.7303 -0.0056
O3 0.2479 -0.5000 -0.8276
C2 -0.1464 -1.4824 -0.0379
O4 -0.1979 -2.6488 -0.2819
O5 1.8537 1.0015 0.2159
C3 2.1363 2.2516 -0.1304
O6 3.1735 2.8153 0.0879
C4 0.8606 2.8314 -0.8231
O7 -0.1171 1.9424 -0.6906
O8 0.7941 3.9109 -1.3241
C5 -3.8749 8.0070 -5.2767
C6 -4.6413 8.0996 -3.9597
N1 -3.7945 7.9206 -2.7715
C7 -3.1264 8.9178 -2.1175
C8 -2.3965 8.3250 -1.1427
N2 -2.6798 6.9854 -1.1818
C9 -3.5062 6.7525 -2.2117
C10 -2.3286 5.9340 -0.2110
H1 -3.2276 7.1266 -5.3466
H2 -3.0950 8.7660 -5.3742
H3 -4.6488 8.0682 -6.0360
H4 -5.4403 7.3628 -3.9226
H5 -5.0741 9.0966 -3.8980
H6 -3.1483 9.9522 -2.4169
H7 -1.6345 8.7185 -0.4925
H8 -3.7939 5.7940 -2.6052
H9 -1.8830 6.3604 0.6805
H10 -1.6450 5.2175 -0.6733
H11 -3.2485 5.3929 0.0003
C11 -7.6230 -5.4891 6.5578
C12 -7.1220 -4.1364 6.0727
N3 -5.6550 -4.1401 5.9535
C13 -4.7489 -4.4152 6.9547
C14 -3.5196 -4.2183 6.4329
N4 -3.6844 -3.6934 5.1632
C15 -4.9879 -3.7327 4.8827
C16 -2.5779 -3.2723 4.3075
H12 -7.4221 -6.2854 5.8389
H13 -8.7152 -5.4793 6.5794
H14 -7.3063 -5.8106 7.5482
H15 -7.4253 -3.3003 6.7007
H16 -7.6326 -4.0081 5.1185
H17 -5.1352 -4.7042 7.9174
H18 -2.5178 -4.3273 6.8097
H19 -5.4018 -3.3956 3.9485
H20 -2.6118 -3.9543 3.4519
H21 -1.6091 -3.3696 4.7789
H22 -2.7313 -2.2964 3.8525
C17 6.6114 -2.1464 -3.9554
C18 6.1309 -1.5603 -2.6295
N5 4.7155 -1.1626 -2.7810
C19 3.6138 -1.9589 -2.4976
C20 2.5422 -1.3790 -3.0644
N6 2.9405 -0.1791 -3.5903
C21 4.2458 -0.0561 -3.3440
C22 2.1011 0.9282 -4.0449
H23 6.6676 -1.3843 -4.7333
H24 6.0986 -3.0825 -4.1551
H25 7.6823 -2.3685 -3.8984
H26 6.7116 -0.6600 -2.4267
H27 6.1468 -2.2302 -1.7734
H28 3.7668 -2.8237 -1.8676
H29 1.5598 -1.7881 -3.2234
H30 4.8723 0.7592 -3.6664
H31 1.0877 0.8345 -3.6651
H32 2.1829 0.9932 -5.1261
H33 2.4716 1.8348 -3.5630
C23 -1.9864 -9.0596 -2.9970
C24 -1.5835 -7.9483 -3.9621
N7 -0.2131 -7.4925 -3.7790
C25 0.2522 -6.2463 -3.4389
C26 1.6030 -6.2613 -3.4974
N8 1.9379 -7.5547 -3.7895
C27 0.8606 -8.2934 -3.9173
C28 3.3334 -8.0049 -3.8677
H34 -1.4720 -9.9518 -3.3585
H35 -3.0503 -9.2809 -3.0612
H36 -1.7531 -8.8300 -1.9612
H37 -2.2368 -7.0929 -3.7456
H38 -1.7956 -8.0850 -5.0220
H39 -0.4056 -5.3958 -3.3816
H40 2.3545 -5.5099 -3.3188
H41 0.7742 -9.3207 -4.2286
H42 3.3840 -9.0869 -3.7575
H43 3.8412 -7.6010 -2.9879
H44 3.8008 -7.7330 -4.8088
C29 1.7732 6.7816 -3.8374
C30 3.2545 7.0696 -4.0097
N9 4.0298 6.0734 -3.2473
C31 4.6962 4.9981 -3.7886
C32 5.3903 4.4615 -2.7608
N10 5.0594 5.1270 -1.5977
C33 4.2401 6.1250 -1.9463
C34 5.5658 4.8090 -0.2736
H45 1.4921 5.8434 -4.3235
H46 1.1521 7.4907 -4.3888
H47 1.4502 6.7585 -2.7971
H48 3.5983 8.0407 -3.6588
H49 3.4656 7.0304 -5.0761
H50 4.7082 4.7720 -4.8401
H51 5.9524 3.5581 -2.5882
H52 3.9301 6.9109 -1.2774
H53 5.9700 3.8014 -0.2073
H54 4.7690 4.8151 0.4633
H55 6.3749 5.4934 -0.0269
C35 0.6658 -0.6331 5.0866
C36 2.1087 -1.0502 5.4222
N11 2.9149 -1.1964 4.1861
C37 2.6294 -2.1340 3.2022
C38 3.3691 -1.8115 2.1276
N12 4.1429 -0.7100 2.4587
C39 3.8515 -0.4013 3.7163
C40 5.2365 -0.1923 1.6330
H56 0.7401 0.3638 4.6581
H57 0.1841 -0.6471 6.0669
H58 0.1529 -1.3632 4.4692
H59 2.2291 -2.0005 5.9350
H60 2.5987 -0.2220 5.9307
H61 1.9225 -2.9156 3.4180
H62 3.4283 -2.2230 1.1364
H63 4.3107 0.4480 4.1995
H64 6.1974 -0.5894 1.9523
H65 5.2705 0.8892 1.7538
H66 4.9541 -0.4774 0.6244
C41 -5.5522 -3.2822 -0.1954
C42 -4.1971 -3.0339 0.4720
N13 -3.7611 -1.6464 0.1334
C43 -4.1868 -0.4807 0.7072
C44 -3.8139 0.5706 -0.0555
N14 -3.1693 0.0059 -1.1345
C45 -3.1514 -1.3116 -1.0002
C46 -2.8681 0.6813 -2.3820
H67 -5.9553 -4.1920 0.2477
H68 -5.4553 -3.3801 -1.2737
H69 -6.2336 -2.4605 0.0239
H70 -3.4036 -3.6391 0.0375
H71 -4.2230 -3.1167 1.5538
H72 -4.7482 -0.5034 1.6276
H73 -3.9567 1.6275 0.0638
H74 -2.9494 -1.9359 -1.8559
H75 -1.8450 1.0169 -2.5510
H76 -3.5122 1.5480 -2.5091
H77 -3.0567 0.0284 -3.2349
C47 -3.1076 1.4975 3.9892
C48 -2.1952 2.4777 4.7006
N15 -1.2382 3.1238 3.7856
C49 -1.4946 3.5867 2.5134
C50 -0.3500 4.0960 2.0052
N16 0.6188 3.8913 2.9710
C51 0.0770 3.2266 3.9730
C52 2.0050 4.3443 2.8466
H78 -3.5741 0.8704 4.7427
H79 -2.5036 0.8601 3.3263
H80 -3.7703 1.9417 3.2462
H81 -1.5880 1.9743 5.4508
H82 -2.7625 3.2648 5.1979
H83 -2.5026 3.5306 2.1424
H84 -0.1623 4.7153 1.1476
H85 0.5359 2.9817 4.9190
H86 2.1713 4.7446 1.8523
H87 2.6702 3.4849 2.9321
H88 2.2216 5.0480 3.6460
C53 2.6883 -4.4717 0.1675
C54 3.5703 -5.6716 -0.2010
O9 3.9189 -5.7683 -1.4207
O10 3.9712 -6.3962 0.7063
H89 2.3315 -4.5104 1.1991
H90 1.8359 -4.2690 -0.4875
H91 3.3585 -3.6148 0.0198

Values from the calculation:
HOMO energy = -16.15 eV
charge = +6

---

Number 1: DFT total energy -269755.4059 eV, M 1384.9 g mol⁻¹. Number 2: DFT total energy -102414.0782 eV, M 1135.2 g mol⁻¹.